{"formula": "C3H7N2P", "method": "wB97M-V/def2-TZVPD", "elements": ["P", "N", "C", "C", "C", "N", "H", "H", "H", "H", "H", "H", "H"], "positions_angstrom": [[-2.503462, 0.045045, -0.232217], [-0.766250, 0.139913, 0.476314], [0.201290, -0.886108, 0.057083], [1.369995, 0.076773, -0.327760], [0.814903, 1.513887, -0.212731], [-0.374038, 1.435274, 0.182932], [-2.701180, 1.181149, 0.684100], [-2.613420, -1.188718, 0.505267], [0.036229, -1.583201, -0.830817], [0.448306, -1.309406, 0.976835], [1.790722, -0.153521, -1.358405], [2.069444, -0.055024, 0.553046], [1.255497, 2.426225, -0.422000]], "atomic_forces_ev_per_a": [[2.458, 0.478, 1.427], [-3.165, -0.037, -1.592], [0.932, 2.367, -2.213], [1.858, -0.194, 0.208], [-0.660, -3.757, -0.084], [-0.751, 0.793, 0.459], [-0.873, -1.303, -0.325], [-0.827, 0.666, 0.224], [-0.596, 0.773, 1.426], [0.449, -1.812, 0.923], [0.012, 0.320, 1.561], [0.190, 0.215, -1.608], [0.974, 1.492, -0.405]], "e_homo_ev": -8.15, "smiles": "PN1CCC=N1", "charge": 0, "e_tot_ha": -569.2595, "orbital_gap_ev": 8.9}